Record 1
{
  "formula": "C29H74F2N10O19S2",
  "method": "wB97M-V/def2-TZVPD",
  "relative_energy_kj_mol": 801.4,
  "charge": 6,
  "elements": ["N", "S", "O", "O", "F", "S", "O", "O", "F", "C", "C", "O", "N", "H", "H", "C", "H", "H", "H", "H", "H", "H", "C", "C", "O", "N", "H", "H", "C", "H", "H", "H", "H", "H", "H", "C", "C", "O", "N", "H", "H", "C", "H", "H", "H", "H", "H", "H", "C", "C", "O", "N", "H", "H", "C", "H", "H", "H", "H", "H", "H", "C", "C", "O", "N", "H", "H", "C", "H", "H", "H", "H", "H", "H", "C", "C", "O", "N", "H", "H", "C", "H", "H", "H", "H", "H", "H", "C", "C", "O", "N", "H", "H", "C", "H", "H", "H", "H", "H", "H", "C", "C", "O", "N", "H", "H", "C", "H", "H", "H", "H", "H", "H", "C", "C", "O", "N", "H", "H", "C", "H", "H", "H", "H", "H", "H", "O", "C", "O", "O", "H", "O", "C", "O", "O", "H"],
  "positions_angstrom": [[-0.863292, -0.462335, 0.888182], [-1.010103, 0.699757, -0.112823], [-1.240337, 0.243843, -1.497557], [-0.270495, 1.930928, 0.114440], [-2.512250, 1.081274, 0.450273], [0.828949, -0.468276, 0.733422], [1.632197, 0.346617, 1.651661], [1.334888, -0.828376, -0.593019], [0.871104, -1.904642, 1.488328], [2.191618, -7.571578, -2.280186], [2.234932, -7.297716, -0.811643], [2.864428, -8.045765, -0.091716], [1.339594, -6.259127, -0.182340], [0.673397, -5.955482, -0.880998], [0.763787, -6.660013, 0.546729], [2.216283, -5.082729, 0.348102], [2.723405, -6.690180, -2.642398], [1.168725, -7.647559, -2.649680], [2.740129, -8.440605, -2.641870], [1.526141, -4.329938, 0.728049], [2.883716, -4.664713, -0.404489], [2.824361, -5.395512, 1.196486], [2.132565, -3.463718, 3.815545], [2.653706, -2.054705, 4.053773], [1.940895, -1.272836, 4.610215], [4.141772, -1.815022, 3.783915], [4.330298, -2.000263, 2.807825], [4.356512, -0.833487, 3.930834], [5.051990, -2.733039, 4.660508], [1.105380, -3.497763, 3.454137], [2.205587, -4.016609, 4.752090], [2.750819, -3.898979, 3.029939], [4.564567, -3.698685, 4.787507], [5.312731, -2.245658, 5.599711], [6.021815, -2.813004, 4.169836], [-2.321217, -2.983420, -2.257587], [-1.341976, -3.152251, -1.129464], [-0.202026, -3.611337, -1.172399], [-1.946817, -2.869209, 0.279370], [-1.466325, -2.072142, 0.691149], [-2.922449, -2.632080, 0.157586], [-1.921131, -4.124944, 1.170186], [-2.909832, -2.068016, -2.192603], [-3.046967, -3.796790, -2.221152], [-1.834718, -2.899286, -3.229414], [-2.541103, -4.906639, 0.731896], [-2.109079, -3.787034, 2.188409], [-0.925435, -4.555748, 1.066806], [5.046142, 0.514055, 0.337590], [4.530749, 1.749420, -0.257231], [3.357382, 1.781032, -0.566817], [5.460771, 2.919370, -0.535540], [4.981275, 3.760440, -0.241223], [6.252291, 2.853591, 0.091990], [5.868179, 2.975317, -1.999288], [5.620868, -0.024127, -0.416372], [4.163429, 0.013622, 0.734650], [5.638510, 0.702756, 1.233751], [5.002042, 3.277933, -2.586895], [6.335667, 2.035557, -2.289963], [6.522009, 3.844224, -1.925132], [-7.056495, -0.607727, -4.830501], [-5.947005, -0.963972, -3.848340], [-5.253247, -1.965444, -3.999281], [-5.714417, -0.049722, -2.653939], [-6.561739, 0.475326, -2.481790], [-5.605400, -0.705200, -1.891286], [-4.342098, 0.673605, -2.764726], [-8.024728, -0.476067, -4.347155], [-7.067036, -1.207424, -5.739976], [-6.804083, 0.376884, -5.227895], [-4.274202, 1.375282, -3.595491], [-3.544806, -0.057578, -2.640938], [-4.222646, 1.348656, -1.916654], [-0.920954, 6.119602, 2.007343], [0.042495, 5.819667, 0.892121], [-0.338833, 5.529314, -0.232021], [1.531090, 5.711549, 1.343826], [2.190023, 6.081519, 0.671574], [1.639131, 6.162811, 2.242816], [1.864898, 4.238506, 1.790996], [-1.778442, 6.603349, 1.540269], [-0.537865, 6.851783, 2.718550], [-1.322263, 5.281347, 2.576864], [2.766008, 4.295397, 2.402946], [2.052060, 3.583935, 0.940720], [1.084678, 3.893861, 2.468879], [-3.872933, 1.790100, 3.988561], [-2.444085, 1.477234, 3.485490], [-1.706291, 2.341633, 3.047743], [-2.025189, -0.021243, 3.203452], [-2.868239, -0.528276, 2.968113], [-1.521358, -0.038038, 2.319386], [-1.150666, -0.707628, 4.287182], [-4.052364, 2.860316, 3.889878], [-4.144508, 1.644689, 5.034292], [-4.431106, 1.168856, 3.287526], [-0.775375, -1.620311, 3.825951], [-1.811619, -0.973915, 5.112090], [-0.427910, -0.033222, 4.745163], [-3.498977, 4.951964, -0.093481], [-4.848363, 5.125908, 0.673706], [-5.352761, 4.274923, 1.404468], [-5.577461, 6.358327, 0.305656], [-6.114033, 6.756690, 1.066687], [-4.987795, 7.154576, 0.097861], [-6.529808, 6.122161, -0.833428], [-2.976395, 4.033954, 0.171496], [-2.823605, 5.807009, -0.116890], [-3.775425, 4.910910, -1.148086], [-6.158804, 5.523548, -1.665234], [-6.796028, 7.088665, -1.260411], [-7.338014, 5.533268, -0.400616], [2.534451, -2.124455, -5.769693], [1.711751, -2.250602, -4.422458], [0.689326, -2.870939, -4.279420], [2.393441, -1.471724, -3.283406], [2.701393, -0.588200, -3.669952], [1.738488, -1.212823, -2.555270], [3.534973, -2.157846, -2.592860], [2.405188, -1.155908, -6.252880], [2.224580, -2.945915, -6.415117], [3.583510, -2.333569, -5.558386], [3.198791, -3.062026, -2.086192], [4.041009, -1.531686, -1.858875], [4.233326, -2.460704, -3.372766], [-1.661093, -0.049775, -4.422114], [-0.542236, 0.449232, -4.987368], [0.421054, 0.665686, -4.196115], [-0.418646, 0.738030, -6.184546], [-1.250543, -0.127069, -3.555447], [2.623871, 2.267617, 4.054972], [3.935802, 2.127687, 3.941991], [4.625435, 3.096892, 3.525534], [4.346524, 1.024531, 4.387344], [2.304579, 1.383783, 4.254415]],
  "forces_ev_per_angstrom": [[4.2, -0.2, 0.1], [-4.6, 5.1, -5.7], [0.3, 0.7, 3.5], [-0.6, -2.5, -0.1], [0.4, -0.2, -0.5], [4.5, -2.6, 2.2], [-2.3, -1.3, -2.2], [-1.3, 1.2, 2.3], [0.0, -0.1, -0.1], [-0.3, 1.7, -0.1], [1.9, -5.9, 0.9], [-1.4, 2.8, -0.3], [1.4, 1.5, -0.2], [-0.1, 0.6, -0.5], [0.3, -0.5, 0.7], [-1.0, -0.2, 0.6], [-0.3, 0.2, -1.0], [0.0, 0.4, -0.2], [0.1, -0.1, 0.8], [0.0, 0.1, -0.3], [-0.4, -0.4, -0.3], [-0.1, -0.7, -0.3], [1.1, 0.2, -1.0], [-1.6, -0.4, 1.6], [1.4, 0.3, -0.9], [-0.6, -1.3, 0.9], [0.1, -0.3, -0.3], [0.1, 2.0, 0.7], [0.3, 0.6, -0.3], [0.0, 0.5, 0.3], [0.1, -0.1, -0.1], [0.1, -0.6, 0.2], [0.2, 0.2, 0.0], [-0.8, 0.1, 0.1], [-0.3, -0.2, -0.4], [0.3, 0.7, 0.2], [2.4, -1.5, -1.0], [-3.4, 1.5, 0.7], [-0.3, -2.4, -0.6], [0.4, 0.5, 0.1], [-0.3, 0.3, -0.2], [1.1, 0.4, -0.9], [0.1, 0.1, 0.4], [0.1, -0.3, -0.1], [0.2, -0.5, 0.1], [-0.7, 0.4, 0.4], [-0.3, -0.5, -0.1], [0.2, 0.5, 0.4], [0.8, 0.1, 1.1], [-2.9, -0.4, -0.4], [2.1, 1.5, 0.0], [-1.2, -1.5, 0.3], [-0.3, 0.5, -0.2], [0.7, -0.1, 0.1], [0.1, 1.4, 0.8], [0.1, -0.3, 0.2], [0.1, -0.3, -0.6], [0.5, 0.1, -0.1], [0.0, -0.4, 0.0], [0.0, 0.3, 0.0], [0.6, -0.4, -1.0], [0.9, 1.3, 0.6], [0.4, -3.9, -3.2], [-1.3, 3.3, 1.8], [1.5, -0.6, -0.6], [0.0, 0.8, 0.0], [-0.2, -0.2, 0.4], [-0.6, 1.0, 1.0], [-0.1, -0.3, 0.0], [0.0, -0.6, 0.6], [0.0, 0.4, 0.1], [-0.1, -0.9, -0.6], [-0.3, 0.0, -0.9], [-0.5, -0.2, 0.4], [0.0, 1.2, 0.1], [-1.6, -1.6, -1.9], [2.3, 0.9, 2.9], [-1.3, -1.8, 0.4], [0.2, 0.1, -0.3], [0.1, 0.9, 0.1], [0.4, 0.5, -0.1], [0.1, 0.0, 0.0], [0.2, -0.1, 0.1], [0.5, -0.4, -0.2], [0.2, 0.1, 0.0], [-0.5, 0.2, -0.1], [-0.2, 0.0, -0.4], [1.3, -0.5, -0.3], [0.7, 3.0, -0.7], [-1.1, -2.8, 1.1], [-0.2, 1.3, 1.9], [-0.4, -0.4, 0.7], [0.7, 0.5, -0.2], [-1.6, 0.1, 0.1], [0.2, -0.1, -0.7], [0.4, -0.9, 0.0], [-0.9, 0.3, 0.3], [0.4, 0.3, 0.2], [-0.1, -0.2, -0.1], [0.3, 0.0, -0.8], [-1.4, 0.4, 0.0], [1.2, -3.4, 1.3], [1.1, 3.1, -2.2], [-0.3, 0.6, -0.2], [-0.6, -0.5, 0.8], [0.9, 0.0, -0.5], [-0.9, -0.4, -0.5], [-0.2, 0.2, 0.2], [-0.1, 0.1, 0.6], [-0.1, -0.3, -0.2], [0.8, 0.1, 0.4], [-0.4, -0.1, 0.3], [-0.3, 0.5, -0.1], [-0.7, -0.9, 1.7], [-0.8, -0.8, -3.0], [2.2, 1.4, 0.9], [0.0, -0.3, 1.2], [-0.1, 0.6, -0.5], [-0.9, 0.2, -0.1], [0.3, -0.7, -0.8], [-0.2, 0.1, 0.2], [-0.3, 0.3, 0.0], [0.2, 0.4, 0.1], [-0.3, 0.1, -0.2], [-0.3, 0.3, -0.3], [0.2, 0.0, 0.2], [-1.2, -0.7, 0.6], [3.3, 2.4, -4.2], [0.9, -1.2, 2.7], [-1.9, -1.1, 0.8], [-0.4, -0.2, 0.7], [-2.8, 1.0, -0.7], [3.5, 0.9, 0.4], [-1.6, -1.1, -0.5], [0.5, -1.6, -0.8], [0.0, -0.1, 0.4]],
  "mulliken_charge": [-0.343, -0.278, 0.146, -0.176, -0.377, -0.484, 0.473, -0.011, -0.239, -0.940, 0.476, -0.385, 0.150, 0.207, 0.392, -0.802, 0.277, 0.352, 0.342, 0.062, 0.291, 0.546, -1.050, 0.598, -0.410, 0.083, 0.380, 0.259, -0.809, 0.094, 0.551, 0.187, 0.378, 0.360, 0.406, -0.764, 0.432, -0.398, 0.581, -0.122, 0.475, -0.728, -0.246, 0.564, 0.377, 0.380, 0.421, 0.168, -0.440, 0.161, -0.496, -0.051, 0.377, 0.442, -0.761, 0.430, -0.402, 0.614, 0.353, 0.319, 0.422, -1.135, 0.498, -0.387, -0.029, 0.413, 0.336, -0.503, 0.390, 0.348, 0.388, 0.372, -0.047, 0.296, -1.004, 0.549, -0.456, 0.028, 0.405, 0.445, -1.084, 0.238, 0.512, 0.217, 0.619, 0.171, 0.342, -1.144, 0.496, -0.300, 0.530, 0.448, -0.080, -0.790, 0.286, 0.389, 0.356, 0.184, 0.504, 0.339, -0.822, 0.415, -0.488, -0.050, 0.404, 0.422, -0.781, 0.048, 0.273, 0.478, 0.304, 0.386, 0.365, -1.220, 0.552, -0.365, 0.449, 0.499, -0.025, -0.532, 0.362, 0.380, 0.406, 0.215, -0.004, 0.475, -0.393, 0.560, -0.667, -0.705, 0.149, -0.415, 0.732, -0.691, -0.886, 0.214]
}


Record 2
{
  "formula": "C7H11NO",
  "method": "wB97M-V/def2-TZVPD",
  "relative_energy_kj_mol": 468.0,
  "charge": 0,
  "elements": ["C", "C", "C", "C", "C", "N", "C", "C", "O", "H", "H", "H", "H", "H", "H", "H", "H", "H", "H", "H"],
  "positions_angstrom": [[2.062847, 0.114495, 0.654666], [-1.421804, 1.974753, -0.254567], [1.240767, 0.337595, -0.590025], [0.179741, -1.522811, -0.592854], [-0.995013, 0.587060, 0.082807], [-1.136836, 0.152427, 1.358823], [-0.495638, -0.316533, -0.886497], [-0.108622, -2.807550, -0.610236], [1.624175, 1.013575, -1.511032], [-0.758579, -0.759281, 1.582916], [-1.216138, 0.819221, 2.108822], [-0.683637, -0.073803, -1.927182], [2.972353, -0.426897, 0.396153], [2.353850, 1.091935, 1.045673], [1.539087, -0.472495, 1.402389], [-1.569111, 2.594527, 0.636266], [-2.397131, 1.964248, -0.750156], [-0.707775, 2.472959, -0.908098], [0.625333, -3.571115, -0.368515], [-1.107870, -3.172310, -0.869353]],
  "forces_ev_per_angstrom": [[-0.7, 0.0, 0.4], [-0.5, 0.2, 0.1], [0.0, 0.2, -0.8], [0.6, 0.0, -0.2], [0.7, -0.6, -0.5], [0.0, -0.1, 0.3], [-0.1, 1.1, 0.8], [-0.1, -0.1, 0.1], [-0.4, -0.7, 0.2], [-0.2, 0.1, 0.0], [0.1, 0.0, 0.0], [0.2, 0.2, 0.1], [-0.2, 0.0, -0.2], [0.0, 0.0, 0.0], [0.0, 0.1, 0.0], [0.2, -0.2, 0.0], [0.1, 0.0, -0.1], [0.1, -0.1, -0.1], [0.0, 0.0, -0.1], [0.0, 0.0, 0.1]],
  "mulliken_charge": [-1.052, -1.236, 0.766, -0.645, 0.377, -0.400, 0.510, -1.002, -0.586, 0.282, 0.198, 0.362, 0.304, 0.341, 0.269, 0.393, 0.279, 0.316, 0.258, 0.266]
}


Record 3
{
  "formula": "C12H14BBeF5N6",
  "method": "wB97M-V/def2-TZVPD",
  "charge": 2,
  "elements": ["C", "N", "N", "C", "C", "B", "N", "N", "C", "C", "C", "Be", "N", "N", "C", "C", "C", "H", "H", "H", "H", "H", "H", "H", "H", "H", "H", "H", "C", "H", "H", "H", "F", "C", "F", "C", "F", "F", "F"],
  "positions_angstrom": [[0.662357, -0.468988, 2.751250], [0.347153, 0.001175, 1.523066], [-0.771445, 0.798484, 1.658895], [-1.190270, 0.753452, 2.930067], [-0.326272, -0.056007, 3.655668], [-1.350372, 1.588428, 0.440566], [-0.188334, 2.250436, -0.317970], [0.885109, 1.431836, -0.641596], [1.853234, 2.246794, -1.122237], [1.393288, 3.558835, -1.131151], [0.107416, 3.529551, -0.608629], [0.940245, -0.215015, -0.039183], [-1.912921, 0.511562, -0.551418], [-1.162832, -0.492115, -1.029843], [-1.959037, -1.330845, -1.700951], [-3.253402, -0.787234, -1.718182], [-3.178408, 0.377199, -0.980196], [-1.596090, -2.255400, -2.118682], [-3.893510, 1.120604, -0.684187], [-4.103496, -1.214669, -2.210556], [-2.186680, 2.375988, 0.773485], [-0.602441, 4.324156, -0.402353], [-2.055459, 1.335676, 3.203675], [1.953975, 4.427880, -1.435489], [-0.400681, -0.289628, 4.701036], [2.832846, 1.862681, -1.375766], [1.551421, -1.054572, 2.916184], [2.690756, -0.341279, -1.533430], [2.758872, -0.731497, -0.510774], [3.790603, -0.514405, -0.175546], [2.193276, -0.179498, 0.322406], [2.682708, -1.822686, -0.518208], [-0.824124, -2.410584, 0.625140], [0.440926, -2.263147, 0.103175], [1.276215, -2.737090, 1.106297], [0.593365, -3.114784, -1.164261], [-0.390676, -4.054964, -1.261915], [0.602352, -2.397905, -2.339081], [1.790333, -3.762424, -1.139308]],
  "forces_ev_per_angstrom": [[-1.4, 0.5, 0.0], [0.2, 0.3, 0.2], [0.2, -0.4, -0.5], [0.4, -0.1, -0.4], [0.5, 0.0, -0.2], [0.7, 0.3, 0.3], [0.6, -0.8, 0.0], [0.0, 0.4, 0.0], [-0.9, -0.1, 0.4], [0.2, 0.3, 0.0], [0.3, -0.5, 0.0], [-3.2, 2.2, -0.7], [-3.8, 1.1, -0.3], [0.6, -2.9, -1.5], [2.1, 1.0, 0.8], [-0.8, -1.6, -1.2], [2.0, 2.6, 2.3], [-0.2, 0.2, -0.2], [-0.4, 0.0, -0.1], [-0.3, 0.0, -0.1], [0.0, -0.3, -0.1], [0.2, -0.2, -0.1], [0.0, -0.1, 0.2], [-0.1, 0.0, 0.0], [0.1, 0.0, 0.1], [-0.2, 0.1, -0.1], [-0.1, -0.1, 0.0], [-0.4, 0.1, 0.4], [1.0, -0.1, 0.2], [-0.5, 0.0, 0.0], [3.1, -0.6, -0.1], [0.0, 0.4, 0.3], [2.0, 0.5, -1.0], [-1.6, -3.0, 4.0], [-1.1, 1.1, -2.1], [1.2, -2.3, -2.8], [1.2, 1.5, 0.4], [-0.3, -0.3, 1.7], [-1.4, 0.8, 0.3]],
  "mulliken_charge": [-0.002, 0.082, 0.222, 0.031, -1.182, -0.368, 0.028, 0.335, 0.054, -1.117, -0.030, -0.202, 0.059, 0.104, 0.119, -1.089, 0.053, 0.567, 0.512, 0.478, -0.006, 0.483, 0.487, 0.430, 0.460, 0.450, 0.515, 0.347, -1.285, 0.463, 0.580, 0.332, -0.210, 0.489, -0.213, 0.631, -0.209, -0.201, -0.196]
}


Number 1: largest force on an atom 8.9 eV Å⁻¹, electronic energy -112109.170 eV. Number 2: largest force on an atom 1.4 eV Å⁻¹, electronic energy -10970.426 eV. Number 3: largest force on an atom 5.2 eV Å⁻¹, electronic energy -36259.393 eV.